Density functional theory data (the ωB97M-V functional and the def2-TZVPD basis) for a cluster of 5 separate species, C36H69N5O19PS7 in total at a distorted geometry.

The geometry in XYZ format:
```
137
Properties=species:S:1:pos:R:3:forces:R:3:mulliken_charge:R:1
C -0.5211 0.2835 3.4253 0.1 -0.1 -0.3 -0.44
S 1.0433 0.8734 2.8860 0.1 1.2 0.4 1.90
O 2.0710 0.0962 3.5125 0.2 -0.2 -0.1 -0.66
O 1.0176 2.2899 3.0805 -0.1 -0.1 -0.1 -0.76
N 1.1780 0.6162 1.2497 -0.3 -1.2 0.7 0.49
C -0.0436 0.6916 0.4525 0.3 0.5 -0.2 -1.50
C -0.3985 -0.6128 -0.2014 0.4 -0.2 0.4 0.28
N 0.0218 -1.7236 0.7154 -0.5 0.2 -1.2 0.74
C -0.7754 -2.9693 0.4259 -0.1 0.5 0.2 -1.02
C -2.1343 -2.7777 1.0668 -0.2 -0.5 -0.4 -0.26
C -3.2424 -2.5033 0.0564 -0.3 0.7 0.2 -1.47
N -3.6911 -1.1188 0.1234 0.3 0.0 -0.2 0.65
C -4.7390 -0.8715 1.1055 0.4 0.2 -0.6 -1.00
C -5.3203 0.5106 1.0237 -0.5 0.5 0.0 0.54
C -6.6878 0.6233 1.2972 0.2 0.9 -0.4 -1.06
C -7.3831 1.8354 1.1689 0.6 -1.3 0.2 -0.86
C -6.7060 2.9600 0.7891 1.1 0.2 -0.2 -0.71
C -5.3249 2.8948 0.5540 -0.8 -0.7 0.2 -0.20
C -4.6448 1.6847 0.6662 -0.2 0.3 0.0 0.15
O -3.2585 1.7007 0.4049 -0.3 -0.2 0.2 -0.07
C 1.5103 -1.8429 0.7371 0.5 -0.1 0.8 1.68
C 2.0440 -2.6111 -0.4572 -0.8 0.0 -0.3 -1.06
C 3.4894 -2.9381 -0.4063 -0.9 -0.7 1.2 -0.64
O 4.2666 -2.5065 -1.1694 1.8 0.8 -1.7 -0.34
P 1.7389 -2.8156 2.3116 -0.6 0.4 0.6 0.43
O 0.6069 -2.5406 3.1905 -0.1 0.1 0.1 -0.72
O 3.1344 -2.5404 2.9685 0.5 0.0 -0.1 -0.58
O 1.7594 -4.3119 1.8105 0.5 -0.5 -0.4 -0.49
C 2.1299 -0.3918 0.8021 -0.3 0.0 -0.7 -1.18
C 2.6955 0.1232 -0.5123 0.0 0.6 -0.1 -1.43
C 3.4393 1.4260 -0.2681 0.3 -0.5 0.0 -1.26
C 4.3905 1.7333 -1.3924 -0.3 0.2 -0.3 -0.40
S 5.5943 3.0090 -0.9992 0.4 0.0 0.2 -0.25
C 4.4196 4.1591 -0.3043 0.1 0.1 -0.3 0.39
S 3.4612 5.0383 -1.2579 -0.4 0.2 -0.3 -0.20
N 4.3945 4.2150 1.0609 0.1 0.0 1.3 0.20
C 5.2208 3.5782 1.9988 0.0 -0.1 0.1 -0.34
C 4.7926 3.9574 3.2202 0.4 -0.3 -0.7 -0.61
N 3.7254 4.8052 3.1158 -0.8 0.6 -0.6 -0.57
C 3.5052 4.9504 1.8440 0.2 -0.2 0.6 -0.15
H -0.5044 0.4957 4.4748 -0.1 0.2 0.6 0.54
H -1.3354 0.8092 2.9661 -0.3 0.4 -0.1 0.25
H -0.6299 -0.7810 3.3225 0.1 -0.4 0.1 -0.31
H 0.0914 1.3962 -0.3402 0.0 0.6 -0.6 -0.32
H -0.8801 1.0486 1.0241 -0.1 0.1 0.4 0.35
H -1.4622 -0.6621 -0.3465 -0.5 -0.1 -0.2 0.33
H 0.1515 -0.7250 -1.1160 -0.1 -0.3 -0.6 0.15
H -0.2996 -1.4300 1.6381 0.4 -0.2 0.4 -1.23
H -0.8839 -3.0421 -0.6380 0.2 0.0 -0.7 0.74
H -0.2713 -3.8537 0.7693 0.4 -0.1 0.4 0.74
H -2.3634 -3.6577 1.6382 -0.1 -0.4 0.4 0.92
H -2.0836 -1.9548 1.7605 -0.2 0.3 0.5 -0.35
H -2.8651 -2.6214 -0.9432 0.2 -0.3 -0.5 0.50
H -4.0418 -3.2244 0.1892 -0.4 -0.2 0.0 0.43
H -4.0398 -0.8457 -0.7855 -0.1 0.1 -0.1 -0.38
H -4.3513 -1.0805 2.0916 0.2 -0.1 0.5 0.52
H -5.5580 -1.5449 0.8994 -0.4 -0.5 0.3 0.46
H -7.2116 -0.2646 1.5860 -0.3 -0.4 0.1 0.46
H -8.4347 1.8566 1.3518 -0.5 0.0 0.1 0.45
H -7.2232 3.8886 0.6596 -0.1 0.4 0.0 0.46
H -4.7844 3.7753 0.2803 0.3 0.4 -0.2 0.46
H -2.8717 2.0573 1.2066 0.2 0.2 0.1 0.20
H 1.5430 -3.5598 -0.5662 -0.3 -0.4 0.1 0.73
H 1.9037 -2.0682 -1.3744 -0.2 0.3 -0.4 0.45
H 3.8177 -3.6616 0.3369 0.1 -0.5 0.6 0.59
H 3.9192 -2.8854 2.5272 0.2 0.1 0.1 0.45
H 2.5137 -4.8236 2.1205 -0.1 -0.4 0.1 0.42
H 2.9676 -0.4179 1.4705 0.2 0.0 0.6 1.61
H 1.9155 0.3428 -1.2277 -0.3 -0.2 -0.4 0.13
H 3.3869 -0.5674 -0.9533 0.1 -0.3 -0.2 0.94
H 2.7394 2.2363 -0.1652 -0.3 0.4 0.3 0.30
H 4.0173 1.3290 0.6378 0.1 0.1 0.6 0.51
H 3.8332 2.0338 -2.2651 -0.2 0.2 -0.5 0.41
H 4.9763 0.8719 -1.6607 0.4 -0.4 -0.1 0.29
H 6.0147 2.9278 1.7370 0.4 -0.3 -0.4 0.53
H 5.2192 3.6634 4.1511 0.1 -0.1 0.5 0.44
H 2.7434 5.5378 1.3902 -0.3 0.3 -0.2 0.42
O -7.2672 1.6722 -2.2331 -0.2 0.1 0.3 -0.45
S -7.4511 1.0475 -3.5066 0.3 0.0 -0.1 1.16
O -7.8755 -0.3163 -3.5570 -0.1 -0.1 0.0 -0.65
O -6.0991 1.2194 -4.3207 -0.1 -0.1 -0.2 -0.33
C -4.8721 0.8318 -3.6661 0.4 0.0 0.2 0.05
C -4.6854 -0.6712 -3.5839 -0.2 0.0 0.1 -1.05
C -8.4705 2.0242 -4.5481 -0.1 0.1 0.0 -1.02
H -4.8355 1.2976 -2.6784 -0.1 0.0 0.0 0.14
H -4.0889 1.2864 -4.2671 -0.1 0.0 0.0 0.15
H -5.4280 -1.1331 -2.9335 0.0 0.0 0.0 0.35
H -3.6906 -0.8928 -3.1902 0.1 0.1 -0.1 0.22
H -4.7835 -1.1262 -4.5681 0.1 0.0 0.0 0.44
H -8.1222 3.0519 -4.5187 0.0 0.0 0.0 0.31
H -9.4814 1.9483 -4.1548 0.0 0.0 0.0 0.38
H -8.4254 1.6207 -5.5553 0.0 0.0 0.0 0.37
O -1.8302 -1.4656 5.3405 0.0 -0.1 -0.1 -0.59
S -0.9728 -2.0960 6.3086 -0.1 0.0 0.4 1.22
O -0.7607 -3.5063 6.2404 0.0 -0.1 -0.2 -0.65
O -1.4886 -1.6997 7.7481 0.0 0.0 0.1 -0.27
C -2.8841 -1.9391 8.0651 -0.4 -0.1 0.1 -0.29
C -3.1934 -3.3987 8.3227 0.2 0.0 -0.1 -0.99
C 0.5752 -1.2812 6.3955 0.1 0.1 0.0 -0.80
H -3.5050 -1.5289 7.2682 0.1 0.0 -0.1 0.30
H -3.0617 -1.3458 8.9579 0.1 0.1 0.0 0.29
H -3.0773 -3.9979 7.4216 0.0 0.0 0.0 0.28
H -4.2212 -3.4969 8.6703 0.0 0.1 0.0 0.40
H -2.5224 -3.8039 9.0787 0.0 0.0 0.1 0.27
H 0.4185 -0.2109 6.4897 0.0 0.0 0.0 0.29
H 1.1080 -1.5157 5.4780 0.0 0.0 -0.1 0.11
H 1.1129 -1.6652 7.2575 0.0 0.0 0.0 0.49
O 8.6937 -4.3245 -4.8426 0.1 -0.1 0.0 -0.64
S 8.9858 -2.9357 -4.6683 -0.1 0.1 0.0 1.22
O 9.9564 -2.5351 -3.7000 0.1 0.0 0.0 -0.61
O 7.6173 -2.1766 -4.3796 0.0 0.2 0.0 -0.29
C 6.8046 -2.6911 -3.3039 -0.3 -0.2 0.3 -0.29
C 7.3438 -2.3461 -1.9314 0.5 0.1 -0.1 -0.89
C 9.3460 -2.1838 -6.2125 0.0 0.0 -0.1 -0.93
H 6.6878 -3.7689 -3.4284 0.1 0.0 -0.1 0.36
H 5.8279 -2.2377 -3.4558 0.0 0.1 -0.1 0.13
H 8.2955 -2.8398 -1.7430 0.0 0.0 0.0 0.44
H 6.6423 -2.6589 -1.1689 -0.2 0.0 0.1 0.23
H 7.5128 -1.2718 -1.8450 0.0 0.0 0.0 0.24
H 8.5865 -2.4739 -6.9317 0.0 0.0 0.0 0.32
H 10.3232 -2.5514 -6.5157 0.0 0.0 0.0 0.38
H 9.3724 -1.1065 -6.0778 0.0 0.0 0.0 0.32
O -0.9473 1.5579 -2.9132 -0.1 -0.1 0.2 -0.57
S -1.3116 2.9331 -3.1524 0.4 0.0 0.1 1.27
O -2.4493 3.2040 -3.9678 -0.2 0.0 -0.1 -0.62
O -0.0443 3.6828 -3.7124 0.1 0.1 0.0 -0.26
C 0.6334 3.1334 -4.8751 0.2 -0.2 -0.3 -0.28
C -0.1123 3.3784 -6.1689 -0.2 0.0 0.1 -1.11
C -1.4368 3.8012 -1.6292 -0.1 0.0 0.1 -0.58
H 0.8170 2.0704 -4.7099 -0.1 0.0 0.1 0.25
H 1.5972 3.6361 -4.8838 0.0 0.1 0.1 0.33
H -1.0543 2.8337 -6.1998 0.0 0.0 0.0 0.27
H 0.5003 3.0523 -7.0084 0.1 0.0 0.0 0.41
H -0.3378 4.4373 -6.2840 0.1 0.0 0.0 0.29
H -0.5546 3.5942 -1.0287 0.0 0.0 0.0 0.20
H -2.3340 3.4351 -1.1311 0.0 -0.1 0.0 0.02
H -1.5202 4.8646 -1.8338 0.0 0.0 -0.1 0.44
```
Positions in Å, forces in eV/Å.

Computed properties:
- F_max: 0.0521 Eh/bohr
- Net charge: +1
- Frontier orbital gap: 7.94 eV
- HOMO level: -10.70 eV
- E: -6244.91270 Ha
- LUMO energy: -2.8 eV

=====

Density functional theory data (the ωB97M-V functional and the def2-TZVPD basis) for a structure of composition C21H56B2N2NaO3Sn at a distorted geometry.

The geometry in XYZ format:
```
86
Properties=species:S:1:pos:R:3:forces:R:3:mulliken_charge:R:1
Na 6.1695 29.3469 4.0021 -0.1 -0.1 0.2 0.58
Sn 3.2844 32.0048 5.2636 1.5 -2.2 0.2 1.05
B 5.5181 30.2011 6.5735 -0.7 0.1 -0.9 2.08
H 4.9068 30.8155 7.2160 -2.7 2.4 2.2 -0.59
H 4.9361 29.4287 6.0949 -2.2 -3.1 -1.7 -0.90
H 5.9746 30.8072 5.8064 2.0 2.6 -3.2 -0.33
H 6.2894 29.7822 7.2011 2.8 -1.5 2.4 -0.47
B 4.1468 30.2752 2.8172 -0.3 0.3 0.7 1.33
H 4.9198 30.9714 3.1033 3.4 3.2 1.0 -0.41
H 4.4321 29.7327 1.9292 1.1 -1.9 -3.2 -0.16
H 4.0467 29.6094 3.6604 -0.9 -2.8 3.3 -0.71
H 3.2515 30.8398 2.6074 -3.8 2.2 -0.7 -0.40
C 5.6697 25.9737 3.5950 -0.7 -0.5 -0.6 -1.20
C 7.1638 26.1961 3.8023 -1.6 -0.2 -1.0 -0.66
N 7.4522 27.3733 4.6259 -1.0 -0.7 -0.8 0.58
C 8.8828 27.6376 4.5209 0.8 0.7 -0.6 -0.76
C 9.3691 29.0653 4.9173 -0.3 -1.7 1.6 -0.70
C 6.9191 27.1897 5.9916 1.6 -0.5 1.3 -0.06
C 7.2482 25.9061 6.8239 0.8 1.0 0.4 -1.68
H 5.5117 25.1266 2.9275 0.4 0.0 -0.5 0.49
H 5.2087 26.8171 3.0808 -0.2 0.2 0.2 0.22
H 5.0202 25.6293 4.3998 0.4 0.6 0.7 0.29
H 7.5490 25.2155 4.0817 0.7 0.2 0.8 0.37
H 7.5276 26.3559 2.7873 0.4 0.2 0.1 0.42
H 9.3517 26.7281 4.8966 1.0 0.5 0.6 0.46
H 9.2246 27.7451 3.4915 -0.9 -1.1 -0.6 0.38
H 10.3619 29.2845 4.5245 -0.2 -0.1 -0.3 0.49
H 8.6066 29.7504 4.5467 0.3 0.4 0.2 0.05
H 9.4765 29.0864 6.0018 -0.3 0.7 0.1 0.03
H 5.8451 27.3022 6.1399 0.0 0.4 -0.9 0.01
H 7.3909 28.0017 6.5449 -0.3 0.1 0.2 0.10
H 7.1515 26.2621 7.8496 -1.0 -0.2 0.2 0.49
H 8.3062 25.6765 6.9512 0.3 -0.4 -1.1 0.35
H 6.6461 25.0156 6.6436 0.1 0.2 -0.1 0.34
C 0.1275 30.7874 2.9388 0.5 -0.4 -0.2 -1.06
C 0.4197 29.5529 3.8393 0.5 1.7 -0.4 -0.23
N 0.8597 29.9533 5.2190 0.4 -0.2 -0.1 0.66
C 0.1164 30.9685 5.9953 0.5 0.4 -0.2 -0.66
C -1.2949 30.7154 6.4016 -0.9 -0.1 0.3 -1.37
C 1.0550 28.7309 6.0254 -1.3 -0.2 0.3 -1.31
C 2.2709 27.8690 5.7522 0.4 0.3 0.4 -0.60
H 0.8619 31.5690 3.1333 -0.1 0.3 0.3 0.06
H -0.8825 31.1971 2.9286 0.0 -0.1 0.6 0.32
H 0.3163 30.5881 1.8839 0.0 -0.5 0.0 0.40
H -0.4062 28.8443 3.7780 -0.2 0.0 0.6 0.29
H 1.3027 29.0541 3.4398 -0.1 -0.1 -0.1 0.20
H 0.0970 31.9219 5.4674 0.4 0.1 -0.3 0.41
H 0.6940 31.1081 6.9091 0.3 0.1 0.1 0.49
H -1.6164 31.3922 7.1933 0.4 0.1 0.2 0.43
H -1.3858 29.7126 6.8188 -0.5 -0.1 -0.3 0.29
H -1.9821 30.9734 5.5957 -0.1 -0.8 -0.2 0.28
H 0.9417 29.0028 7.0748 1.0 0.3 0.3 0.64
H 0.1469 28.1281 6.0181 -0.3 -0.3 -0.9 0.41
H 3.0994 28.3424 6.2791 0.3 -0.4 -0.1 -0.13
H 2.1037 26.8624 6.1355 0.0 0.1 0.3 0.41
H 2.5744 27.7131 4.7170 -0.3 0.4 -0.1 0.13
C 5.7121 34.0385 9.0043 -1.3 1.0 -0.7 -1.23
C 4.7980 32.8546 8.8614 1.2 -1.1 -0.5 0.96
O 3.8981 32.8097 8.0279 0.2 0.3 0.6 -0.57
C 5.2460 31.6166 9.6549 -1.7 -0.1 0.0 -0.77
H 6.6254 33.8339 8.4456 0.3 -0.2 0.5 0.23
H 5.8362 34.3931 10.0275 0.4 -0.5 0.0 0.42
H 5.2424 34.8644 8.4701 0.0 0.1 -0.1 0.35
H 5.4688 31.8372 10.6988 0.2 0.2 -0.1 0.55
H 6.0360 31.0348 9.1801 0.2 0.6 -0.2 -0.31
H 4.3998 30.9297 9.6363 -0.1 -0.1 0.1 0.31
C 6.2061 36.1164 5.1911 0.1 -0.2 0.5 -1.09
C 6.4284 34.6654 4.7826 -1.6 0.5 -0.4 0.63
O 5.8593 33.7436 5.3862 0.7 1.2 -0.9 -0.44
C 7.2389 34.4477 3.5394 0.5 -0.9 0.4 -1.03
H 5.2011 36.2377 5.5952 0.2 -0.1 0.3 0.30
H 6.3725 36.9254 4.4799 0.0 -0.6 -0.6 0.38
H 6.9693 36.3248 5.9410 -0.2 0.0 0.5 0.32
H 7.4085 33.3711 3.5197 0.3 0.1 -0.5 0.17
H 8.1731 35.0093 3.5289 0.2 -0.1 0.4 0.37
H 6.7815 34.7805 2.6077 -0.6 0.0 0.2 0.34
C 8.8314 31.2721 10.9268 0.4 -0.2 -0.3 -0.72
C 9.9104 30.7162 9.9742 4.5 1.4 0.0 0.37
O 11.1513 30.7511 10.2176 -4.2 -0.1 0.0 -0.57
C 9.4598 30.1980 8.6237 -1.7 0.3 1.3 -0.05
H 8.9555 30.9270 11.9532 0.1 0.0 -0.1 0.36
H 7.8132 31.0881 10.5842 0.2 -0.4 0.0 0.06
H 8.9059 32.3596 10.9252 0.4 0.1 0.1 0.23
H 8.3982 30.4345 8.6952 -0.4 -0.9 -0.6 -0.32
H 9.6552 29.1346 8.7616 -0.2 -0.2 -0.8 0.23
H 9.7318 30.6140 7.6536 1.0 0.1 0.5 0.39
```
Positions in Å, forces in eV/Å.

Computed properties:
- F_max: 0.0928 Eh/bohr
- Net charge: +1
- Frontier orbital gap: 6.64 eV
- HOMO level: -11.30 eV
- ΔE to the lowest compared entry with this formula, charge and spin: 0.0 kJ/mol
- E: -1594.75125 Ha
- LUMO energy: -4.7 eV

=====

Q: What is the net charge in the first record?
A: +1